Record 1
Here is a structure of composition C18H48As3F18N6O6 from OMol25. Energies are from ωB97M-V with the def2-TZVPD basis set.

As for the spin multiplicity: 1. As for the HOMO energy: -16.76 eV. As for the LUMO energy: -7.62 eV. As for the total charge: +3. The value obtained for the HOMO-LUMO gap is 9.1 eV.

Last column: Löwdin charge in e.
Positions of all 99 atoms, in Å:
C 2.750 1.117 -2.524  0.008
C 4.173 0.688 -2.461  -0.385
O 5.109 1.352 -2.196  0.208
N 4.398 -0.792 -2.819  0.085
H 3.777 -1.222 -2.126  0.083
H 4.036 -0.992 -3.748  0.173
C 5.858 -1.234 -2.693  0.007
H 2.373 1.036 -1.502  0.076
H 2.153 0.437 -3.135  0.088
H 2.649 2.146 -2.868  0.069
H 6.443 -0.974 -3.571  0.107
H 5.743 -2.317 -2.693  0.100
H 6.343 -0.875 -1.790  0.019
C -0.522 5.532 3.565  0.042
C -0.492 4.098 3.051  -0.338
O -1.492 3.449 3.118  0.131
N 0.678 3.737 2.143  0.127
H 0.856 4.467 1.436  0.154
H 1.533 3.671 2.698  0.203
C 0.327 2.541 1.318  -0.034
H 0.454 5.996 3.428  0.095
H -0.740 5.510 4.635  0.107
H -1.300 6.170 3.149  0.113
H -0.281 2.729 0.437  0.070
H -0.283 1.849 1.892  0.074
H 1.216 2.074 0.901  0.098
C -2.793 -4.136 -0.725  0.022
C -2.639 -4.419 -2.200  -0.384
O -3.153 -3.712 -3.007  0.178
N -1.651 -5.488 -2.652  0.115
H -1.257 -5.958 -1.839  0.177
H -2.154 -6.118 -3.279  0.194
C -0.458 -4.953 -3.433  0.043
H -3.536 -4.884 -0.420  0.111
H -3.344 -3.222 -0.526  0.093
H -1.875 -4.211 -0.147  0.079
H -0.879 -4.516 -4.335  0.110
H 0.237 -5.759 -3.659  0.115
H 0.121 -4.212 -2.884  0.095
C -4.747 2.986 3.758  0.044
C -4.581 1.555 4.084  -0.407
O -4.484 1.037 5.144  0.208
N -4.578 0.576 2.922  0.097
H -4.813 -0.395 3.122  0.184
H -5.294 0.809 2.228  0.176
C -3.335 0.591 1.998  0.030
H -5.835 3.097 3.687  0.126
H -4.407 3.140 2.734  0.087
H -4.334 3.598 4.552  0.120
H -3.400 -0.341 1.445  0.082
H -2.478 0.740 2.648  0.096
H -3.393 1.408 1.282  0.099
C 0.131 -2.341 4.976  0.025
C 1.529 -2.612 4.480  -0.404
O 2.489 -2.402 5.138  0.222
N 1.529 -3.242 3.122  0.078
H 0.911 -2.679 2.541  0.096
H 2.444 -3.081 2.683  0.122
C 1.059 -4.698 3.135  0.056
H -0.460 -1.802 4.231  0.082
H 0.248 -1.745 5.877  0.105
H -0.436 -3.256 5.148  0.090
H 1.823 -5.252 3.675  0.118
H 0.902 -5.086 2.135  0.093
H 0.152 -4.679 3.731  0.085
C -3.411 3.644 -4.219  0.049
C -2.314 2.603 -4.353  -0.408
O -1.503 2.610 -5.221  0.198
N -2.004 1.733 -3.180  0.076
H -1.333 2.332 -2.633  0.105
H -2.750 1.670 -2.487  0.169
C -1.697 0.330 -3.555  0.004
H -3.534 4.064 -5.212  0.112
H -3.077 4.324 -3.433  0.099
H -4.323 3.153 -3.873  0.091
H -2.049 -0.374 -2.802  0.079
H -0.637 0.157 -3.702  0.101
H -2.283 -0.016 -4.406  0.113
As 4.928 -1.712 0.541  0.932
F 5.608 -3.224 0.119  -0.204
F 6.030 -0.757 -0.476  -0.231
F 4.119 -0.236 1.044  -0.248
F 3.769 -2.561 1.669  -0.302
F 6.038 -1.727 1.977  -0.258
F 3.687 -1.911 -0.739  -0.296
As 0.269 -1.346 -0.048  0.859
F 0.075 0.301 -0.613  -0.252
F 0.966 -0.713 1.417  -0.238
F 0.394 -2.966 0.712  -0.271
F -0.482 -1.976 -1.534  -0.269
F 1.831 -1.511 -0.810  -0.237
F -1.343 -1.227 0.722  -0.291
As 0.846 4.398 -1.992  0.876
F 1.410 3.812 -3.558  -0.240
F 1.900 5.788 -2.137  -0.224
F 0.309 4.957 -0.386  -0.270
F -0.153 2.930 -1.944  -0.264
F 2.171 3.574 -1.155  -0.250
F -0.481 5.346 -2.745  -0.253

***

Record 2
Here is a cluster of 10 separate species, C18H48BCl6F4O12 in total from OMol25. Energies are from ωB97M-V with the def2-TZVPD basis set.

As for the spin multiplicity: 2. As for the HOMO energy (alpha / beta): -9.35 / -9.35 eV. As for the LUMO energy (alpha / beta): -0.31 / -6.29 eV. As for the total charge: 0. Its expectation value of S² is 0.755. The value obtained for the HOMO-LUMO gap (alpha / beta) is 9.0 / 3.1 eV.

Last column: Löwdin charge in e.
Positions of all 89 atoms, in Å:
B 0.336 -0.013 0.113  -1.377
F -0.759 0.480 0.691  0.202
F 0.912 1.084 -0.530  0.135
F 1.236 -0.518 1.103  0.116
F -0.046 -0.892 -0.855  0.183
C 2.541 2.545 2.180  -0.196
C 3.391 2.379 3.510  -0.219
O 3.130 1.118 4.024  -0.066
O 3.069 1.824 1.073  -0.071
H 2.564 3.592 1.875  0.113
H 1.480 2.351 2.338  0.104
H 3.109 3.046 4.325  0.118
H 4.440 2.634 3.360  0.123
H 3.701 0.586 3.465  0.108
H 2.400 1.173 0.852  0.028
C -0.380 1.872 4.806  -0.182
C -1.477 1.317 3.913  -0.216
O -2.103 0.290 4.680  -0.025
O 0.626 0.861 5.072  -0.004
H -0.727 2.208 5.784  0.130
H 0.053 2.702 4.248  0.114
H -1.054 1.033 2.949  0.098
H -2.208 2.083 3.655  0.126
H -2.962 0.104 4.294  0.088
H 1.327 0.929 4.420  0.035
C 4.171 -0.994 -0.413  -0.258
C 4.028 -1.486 -1.837  -0.237
O 3.933 -2.938 -1.928  -0.072
O 5.428 -1.378 0.143  -0.069
H 3.387 -1.513 0.138  0.109
H 4.096 0.092 -0.376  0.074
H 4.876 -1.106 -2.406  0.089
H 3.133 -0.935 -2.124  0.101
H 3.119 -3.324 -1.597  0.036
H 6.148 -1.498 -0.482  0.082
C -0.567 -4.412 -0.762  -0.203
C 0.855 -3.842 -0.288  -0.206
O 1.311 -2.946 -1.236  -0.084
O -1.044 -5.178 0.318  -0.082
H -0.662 -4.922 -1.720  0.122
H -1.206 -3.545 -0.931  0.094
H 1.570 -4.654 -0.154  0.127
H 0.798 -3.218 0.604  0.105
H 0.849 -2.135 -1.011  0.025
H -0.534 -5.982 0.445  0.091
C -1.484 -2.083 2.204  -0.111
C -2.160 -3.161 3.010  -0.214
O -2.332 -2.929 4.389  0.005
O -0.297 -1.678 2.897  0.189
H -2.157 -1.228 2.140  0.155
H -1.263 -2.320 1.164  0.129
H -1.657 -4.116 2.859  0.133
H -3.165 -3.335 2.624  0.132
H -3.147 -3.421 4.511  0.099
H 0.299 -1.296 2.248  0.066
C -4.828 -0.072 -1.788  -0.269
C -4.007 -0.322 -0.570  -0.267
O -4.690 -0.880 0.532  -0.058
O -5.790 0.950 -1.719  -0.037
H -5.287 -1.033 -2.019  0.121
H -4.217 0.153 -2.663  0.103
H -3.439 0.553 -0.254  0.116
H -3.221 -1.009 -0.883  0.102
H -4.993 -1.765 0.317  0.089
H -6.227 0.819 -0.875  0.083
Cl -2.039 -1.730 -3.847  0.513
C -1.353 -0.034 -3.977  -0.616
C -0.997 0.239 -5.499  -0.630
Cl -2.567 0.797 -6.180  0.510
H -0.386 -0.096 -3.477  0.031
H -1.983 0.660 -3.420  0.033
H -0.576 -0.592 -6.065  0.070
H -0.367 1.088 -5.765  -0.003
Cl 4.959 1.693 -2.592  0.596
C 3.326 2.278 -2.158  -0.619
C 2.536 2.912 -3.370  -0.596
Cl 1.863 1.696 -4.491  0.582
H 3.398 3.050 -1.392  0.068
H 2.782 1.469 -1.670  0.026
H 3.032 3.646 -4.005  0.068
H 1.649 3.403 -2.969  0.030
Cl -1.302 3.716 -3.610  0.549
C -1.296 3.282 -1.842  -0.625
C -2.604 3.686 -1.214  -0.699
Cl -2.903 5.412 -1.307  0.576
H -0.475 3.890 -1.461  0.060
H -1.016 2.270 -1.549  0.062
H -2.548 3.379 -0.169  0.074
H -3.359 3.187 -1.822  0.063

***

Going through the records in order, we get max |F| values of 5.150; 3.259 eV/Å.